Density functional theory data (ωB97M-V with the def2-TZVPD basis set) for an isolated ion of composition C7H17IN and charge +1 in a non-equilibrium geometry.

Cartesian coordinates (Å):
C (-0.92, 1.33, -1.48)
C (-0.92, 0.97, -0.01)
C (-1.84, -0.21, 0.22)
C (-1.19, 2.02, 0.99)
N (0.56, 0.34, 0.54)
C (1.52, -0.89, 0.14)
C (1.54, -2.01, 1.11)
C (1.21, -1.38, -1.37)
I (3.54, 0.28, -0.10)
H (-1.04, 0.40, -1.99)
H (-1.79, 1.89, -1.76)
H (0.03, 1.85, -1.77)
H (-1.35, -1.08, -0.01)
H (-2.69, -0.31, -0.48)
H (-2.28, -0.12, 1.28)
H (-1.30, 1.64, 2.04)
H (-0.56, 2.82, 0.91)
H (-2.21, 2.40, 0.79)
H (1.18, 1.17, 0.47)
H (0.35, 0.18, 1.52)
H (1.57, -1.75, 2.13)
H (0.71, -2.66, 0.90)
H (2.44, -2.59, 1.10)
H (0.20, -1.81, -1.30)
H (2.06, -2.01, -1.79)
H (1.20, -0.48, -2.09)

Computed properties:
Multiplicity   1
Gap between HOMO and LUMO   9.24 eV
Strongest force on any atom   0.0764 Eh/bohr
Electronic energy   -629.0586 hartree
Relative energy (zero: lowest compared OMol25 entry of this formula, charge and spin)   98.21 kJ/mol
LUMO energy   -4.112 eV
Total charge   +1